Entry 1:
10
Properties=species:S:1:pos:R:3 method="wB97M-V/def2-TZVPD" orbital_gap_ev="8.5 / 8.5" total_charge=0 e_lumo_ev="-0.1 / 0.0" e_homo_ha="-0.3131 / -0.3131"
C 1.280 -0.194 -1.244
C 0.218 0.676 0.489
C -0.775 0.865 -0.504
N -0.552 0.453 -1.691
O 1.305 0.097 -0.018
I -1.238 -2.408 2.161
H 1.967 -0.760 -1.824
H 0.268 1.043 1.495
H -0.760 -1.108 1.390
H -1.713 1.337 -0.254

Entry 2:
11
Properties=species:S:1:pos:R:3 method="wB97M-V/def2-TZVPD" orbital_gap_ev="8.1 / 7.8" total_charge=0 e_lumo_ev="0.4 / 0.3" e_homo_ha="-0.2844 / -0.2749"
C -0.945 -2.118 0.312
C -0.399 1.826 0.789
C 0.921 1.107 -0.964
N -0.468 -3.097 -0.138
O -1.511 -1.214 0.729
O -0.148 1.590 -0.465
I 2.187 -0.158 0.135
H -1.257 2.443 1.066
H 0.419 1.773 1.569
H 1.094 1.252 -2.066
H 0.106 -3.405 -0.966

Entry 3:
11
Properties=species:S:1:pos:R:3 method="wB97M-V/def2-TZVPD" smiles="O=C1CS[C@H](I)N1" orbital_gap_ev=8.7 total_charge=0 e_lumo_ev=-0.6 e_homo_ha=-0.3435
O 1.637 -1.115 1.460
C 0.869 -0.496 0.804
C 1.161 0.774 -0.052
S 0.058 0.635 -1.500
C -1.255 0.028 -0.527
I -2.667 1.497 0.620
N -0.367 -0.954 0.575
H 0.957 1.692 0.517
H 2.204 0.844 -0.405
H -1.864 -0.661 -0.948
H -0.981 -1.677 0.852

Calculated relative energy (zero: lowest compared OMol25 entry of this formula, charge and spin), 419.4; 395.2; 95.5 kJ/mol (same order as the records).
Calculated molecular weight, 196.975; 212.974; 229.042 u (same order as the records).